# 1
The following is a DFT calculation (ωB97M-V with the def2-TZVPD basis set) of the molecule C6H9N.

- Energy: -7855.7110 eV
- Highest occupied orbital energy: -8.344 eV
- 2S+1: 1
- Strongest force on any atom: 0.494 eV/A
- Relative energy (zero: lowest compared OMol25 entry of this formula, charge and spin): 2.449 eV

Last column: Mulliken charge in e.
Positions of all 16 atoms, in Å:
C  -1.16715  0.52080  -0.88188  -1.4883
C  -0.01576  0.97862  1.10307  -0.8184
C  -0.24812  -0.19394  0.15191  1.9579
C  -0.98847  -1.41252  0.70126  -1.6706
C  1.09488  -0.47897  -0.48673  -0.8086
C  1.91903  0.50255  -0.12994  -0.4685
N  1.21960  1.35184  0.78216  0.0514
H  -2.14505  0.70971  -0.42972  0.3585
H  -1.29185  -0.10257  -1.77206  0.3667
H  -0.75012  1.48678  -1.18520  0.3879
H  -1.28694  -2.06820  -0.12746  0.3542
H  -1.89490  -1.09658  1.22668  0.3926
H  -0.37870  -2.00398  1.39086  0.3775
H  1.33693  -1.32067  -1.12543  0.3533
H  2.94405  0.71488  -0.40982  0.4400
H  1.63218  2.20399  1.13690  0.2145

=====

# 2
The following is a DFT calculation (ωB97M-V with the def2-TZVPD basis set) of a 7-piece molecular cluster, C13H25Cl2F3N6O16 overall.

- Energy: -88767.9068 eV
- Highest occupied orbital energy: -10.318 eV
- 2S+1: 1
- Strongest force on any atom: 1.209 eV/A
- SMILES: C[C@@H](Cl)[C@H](Cl)[C@H]1OC(=O)O[C@@]1(O)C(F)(F)F.C[N+](=O)[O-].C[N+](=O)[O-].C[N+](=O)[O-].C[N+](=O)[O-].C[N+](=O)[O-].C[N+](=O)[O-]

Last column: Mulliken charge in e.
Positions of all 65 atoms, in Å:
C  1.59803  3.43898  -2.08435  -1.2930
C  0.12432  3.06141  -1.79088  0.1968
Cl  0.13177  1.54407  -0.85008  0.0605
C  -0.55940  4.22967  -1.04397  -0.5061
Cl  -0.30412  4.11837  0.71856  -0.1145
C  -2.07087  4.53062  -1.29318  -0.2016
O  -2.07534  5.77449  -2.04451  -0.4737
C  -2.37150  5.53424  -3.33551  0.5928
O  -2.47754  6.33419  -4.19032  -0.5098
O  -2.50536  4.16132  -3.51570  -0.4452
C  -2.95653  3.73254  -2.27250  0.7761
O  -4.26643  4.27385  -2.13359  -0.5607
C  -3.13727  2.20486  -2.16914  0.4114
F  -3.15831  1.87097  -0.87296  -0.2611
F  -4.30214  1.83745  -2.70429  -0.2917
F  -2.19669  1.50845  -2.79385  -0.2503
H  1.70241  3.68453  -3.14285  0.3788
H  1.91990  4.28862  -1.48669  0.2983
H  2.24276  2.58473  -1.89664  0.2999
H  -0.36998  2.88394  -2.73959  0.3443
H  -0.05112  5.14126  -1.34177  0.4722
H  -2.53618  4.67222  -0.32256  0.6842
H  -4.47733  4.38306  -1.19768  0.4121
C  3.01788  -1.78862  0.24479  -0.1840
N  2.88682  -0.48046  -0.44842  0.9980
O  3.24558  0.51426  0.15698  -0.5356
O  2.40956  -0.47531  -1.56274  -0.5508
H  3.43315  -1.60748  1.22499  -0.0593
H  2.02551  -2.22452  0.31262  0.0055
H  3.67169  -2.41653  -0.35285  0.3758
C  6.57393  -1.45074  3.74516  -0.7783
N  5.19031  -1.85795  3.38240  0.8584
O  5.04736  -2.70253  2.52129  -0.5192
O  4.28041  -1.30069  3.96373  -0.4961
H  7.26595  -2.02547  3.14200  0.3091
H  6.65606  -0.38635  3.54711  0.3092
H  6.70149  -1.65103  4.80463  0.2926
C  -4.67318  -1.84819  -1.18144  -0.7284
N  -5.19667  -3.03818  -0.45623  0.9239
O  -4.57601  -4.08034  -0.54157  -0.5257
O  -6.21242  -2.88485  0.18942  -0.5624
H  -3.76574  -2.13137  -1.69684  0.2694
H  -5.44623  -1.52380  -1.87103  0.3663
H  -4.48103  -1.08266  -0.43724  0.2727
C  -1.94368  -3.08586  1.70824  -0.7595
N  -1.24763  -2.21069  0.72859  0.9155
O  -1.70693  -2.13637  -0.39417  -0.5151
O  -0.25198  -1.63666  1.12000  -0.4646
H  -2.80744  -3.52767  1.22424  0.1736
H  -1.22666  -3.84270  2.00691  0.3257
H  -2.22614  -2.46604  2.55465  0.3212
C  0.82819  -5.53602  -1.66603  -0.7692
N  0.88046  -5.00927  -0.27498  0.9033
O  1.87750  -4.41603  0.07644  -0.5352
O  -0.09711  -5.20787  0.41919  -0.5272
H  1.75814  -5.28320  -2.16032  0.3077
H  0.68672  -6.61031  -1.59791  0.3043
H  -0.02475  -5.07037  -2.15094  0.2893
C  1.73421  0.42158  3.37073  -0.4190
N  0.88777  1.62718  3.58744  0.9445
O  0.03925  1.58091  4.45617  -0.5894
O  1.10160  2.57906  2.86713  -0.5442
H  1.43262  -0.34172  4.07707  0.2914
H  1.58133  0.10281  2.34375  0.0171
H  2.76703  0.71819  3.52104  0.2690

=====

# 3
The following is a DFT calculation (ωB97M-V with the def2-TZVPD basis set) of a 2-piece molecular cluster, C20H30N4O3S overall.

- Energy: -44163.5722 eV
- Highest occupied orbital energy: -8.386 eV
- 2S+1: 1
- Strongest force on any atom: 2.048 eV/A
- SMILES: CCC[C@H](C)c1c(O)c(CNC)c(CSCC)c2c1C(=O)N(N)C2=O.CC#N
- Relative energy (zero: lowest compared OMol25 entry of this formula, charge and spin): 4.217 eV

Last column: Mulliken charge in e.
Positions of all 58 atoms, in Å:
C  4.17136  3.24312  1.97384  -1.2734
C  4.24316  1.75137  1.66540  -0.5453
C  3.29292  1.32671  0.54096  -1.4207
C  1.81220  1.59518  0.82508  1.3665
C  1.47229  1.04923  2.24399  -1.5567
C  0.81569  1.11930  -0.22068  -0.9150
C  -0.55892  1.33170  0.03070  0.3535
O  -0.92358  2.01010  1.17557  -0.5121
C  -1.57967  0.93418  -0.84290  1.6163
C  -3.03693  1.17450  -0.49593  -1.6674
N  -3.42213  0.73088  0.86381  -0.3317
C  -4.06727  1.80266  1.63325  -0.9889
C  -1.26303  0.31522  -2.06146  -0.3068
C  -2.27787  -0.12480  -3.07494  -1.5638
S  -2.89602  -1.84108  -2.81664  -0.2720
C  -2.17632  -2.29493  -1.23168  0.3120
C  -2.53458  -3.72530  -0.83303  -1.3658
C  0.08787  0.11173  -2.32669  0.5089
C  1.09342  0.51341  -1.45383  0.7054
C  2.36634  0.16182  -2.16831  0.1113
O  3.43225  0.67508  -2.25307  -0.5928
N  2.00971  -0.98831  -3.00740  0.1617
N  2.90254  -1.24104  -4.08882  -0.6699
C  0.72742  -0.55196  -3.49437  -0.3187
O  0.33596  -0.65345  -4.60969  -0.5455
H  4.77803  3.49062  2.84131  0.3784
H  3.16014  3.58909  2.17485  0.3114
H  4.55229  3.79940  1.11950  0.3208
H  5.24701  1.54668  1.29296  0.4117
H  4.11669  1.14687  2.55883  0.3722
H  3.42563  0.26776  0.33147  0.4451
H  3.59147  1.91909  -0.31664  0.3628
H  1.68728  2.67621  0.89896  0.4814
H  1.57817  1.85438  2.96498  0.1939
H  2.18501  0.28460  2.54145  0.4408
H  0.49535  0.59211  2.30343  0.4640
H  -0.91383  2.95986  1.01471  0.3033
H  -3.67860  0.66351  -1.20502  0.4490
H  -3.23248  2.24254  -0.62788  0.4472
H  -4.13942  0.03068  0.72450  0.2944
H  -4.20712  1.48908  2.66517  0.3032
H  -3.42795  2.67760  1.65688  0.2808
H  -5.04521  2.06086  1.21858  0.3687
H  -1.77877  -0.13844  -4.03454  0.5983
H  -3.13048  0.53953  -3.10809  0.6718
H  -2.54279  -1.64232  -0.44409  0.0909
H  -1.09378  -2.23326  -1.29548  0.1565
H  -2.23923  -4.43938  -1.59472  0.4199
H  -3.60442  -3.76399  -0.64810  0.3918
H  -1.98702  -3.90072  0.08361  0.1840
H  3.07467  -0.39021  -4.61081  0.2525
H  3.76993  -1.59105  -3.71142  0.2917
C  -1.00791  -4.35200  3.49341  -0.8990
C  -0.31757  -3.38519  2.64987  0.3732
N  0.20714  -2.62877  1.96874  -0.3436
H  -0.95414  -5.34040  3.04142  0.2843
H  -0.54285  -4.38432  4.47656  0.3428
H  -2.05204  -4.06572  3.60239  0.2667

=====

Q: Number 1 is which compound?
A: C6H9N

=====

Q: Look up the energy of the second one.
A: -88767.9068 eV

=====

Q: What is the 2S+1 in the first record?
A: 1